1.
{
  "formula": "C5H15N3O",
  "method": "ωB97M-V/def2-TZVPD",
  "e_tot_ev": -11941.0808,
  "charge": 0,
  "e_homo_ev": -6.78,
  "gap_ev": 7.4,
  "lumo_ha": 0.023,
  "e_above_lowest_kcal_mol": 130.72,
  "species": ["C", "C", "C", "C", "O", "H", "H", "H", "H", "H", "H", "H", "H", "H", "H", "C", "N", "N", "N", "H", "H", "H", "H", "H"],
  "xyz": [[-1.41, 0.60, 0.59], [-1.92, -0.61, 1.33], [-1.22, 1.86, 1.39], [1.43, 0.18, 0.69], [-1.40, 0.61, -0.65], [0.01, 0.20, -1.13], [-3.00, -0.49, 1.47], [-1.75, -1.51, 0.75], [-1.46, -0.71, 2.31], [-0.75, 2.63, 0.78], [-0.61, 1.68, 2.28], [-2.20, 2.22, 1.70], [2.40, -0.30, 0.56], [0.95, -0.32, 1.52], [1.53, 1.26, 0.78], [0.60, -2.21, -1.27], [1.68, 1.12, -1.85], [1.05, 0.00, -1.28], [1.40, -1.14, -1.79], [1.01, 1.61, -2.43], [2.50, 0.82, -2.37], [0.92, -3.14, -1.74], [-0.47, -2.05, -1.47], [0.72, -2.29, -0.18]]
}



2.
{
  "formula": "C22H19AlI2N7O4S2",
  "method": "ωB97M-V/def2-TZVPD",
  "e_tot_ev": -86207.9779,
  "charge": 1,
  "e_homo_ev": -10.34,
  "gap_ev": 7.3,
  "lumo_ha": -0.112,
  "e_above_lowest_kcal_mol": 0.00,
  "species": ["Al", "I", "C", "C", "C", "I", "C", "C", "C", "C", "N", "C", "C", "O", "H", "H", "H", "H", "N", "C", "C", "C", "C", "C", "C", "S", "O", "O", "N", "C", "S", "C", "C", "N", "H", "H", "H", "H", "H", "H", "H", "H", "C", "N", "C", "C", "O", "N", "C", "N", "H", "H", "H", "H", "H", "H", "H"],
  "xyz": [[0.68, 0.56, -0.28], [0.30, -2.46, -4.27], [-1.07, -2.09, -2.77], [-2.32, -2.77, -2.77], [-3.26, -2.55, -1.80], [-5.06, -3.58, -1.88], [-2.99, -1.62, -0.75], [-3.86, -1.28, 0.30], [-3.47, -0.36, 1.23], [-2.20, 0.22, 1.13], [-1.35, -0.07, 0.17], [-1.74, -0.97, -0.77], [-0.78, -1.19, -1.78], [0.33, -0.50, -1.67], [-2.52, -3.47, -3.56], [-4.84, -1.75, 0.36], [-4.13, -0.06, 2.04], [-1.89, 0.95, 1.87], [0.88, 7.48, -4.25], [0.75, 6.94, -3.01], [1.89, 6.72, -2.21], [1.76, 6.16, -0.96], [0.49, 5.82, -0.49], [-0.65, 6.03, -1.27], [-0.52, 6.59, -2.52], [0.34, 5.09, 1.06], [-1.02, 5.10, 1.50], [1.41, 5.45, 1.94], [0.79, 3.44, 0.69], [2.31, 1.35, -0.86], [3.63, 2.16, -1.54], [4.70, 0.90, -1.05], [4.01, -0.07, -0.41], [2.67, 0.20, -0.30], [1.77, 7.84, -4.56], [0.07, 7.74, -4.78], [2.87, 7.00, -2.58], [2.63, 6.00, -0.34], [-1.62, 5.77, -0.88], [-1.39, 6.77, -3.12], [5.76, 0.93, -1.26], [4.43, -0.98, -0.01], [-0.35, 1.38, 5.04], [-0.11, 1.51, 3.62], [-0.44, 2.75, 2.91], [0.17, 2.47, 1.54], [-0.42, 2.67, 0.28], [0.76, 1.18, 1.59], [0.56, 0.69, 2.81], [0.98, -0.53, 3.15], [0.10, 2.21, 5.58], [0.08, 0.45, 5.42], [-1.42, 1.36, 5.25], [0.03, 3.61, 3.39], [-1.52, 2.93, 2.86], [1.61, -1.01, 2.52], [0.84, -0.91, 4.07]]
}



3.
{
  "formula": "C5H10F2O2",
  "method": "ωB97M-V/def2-TZVPD",
  "e_tot_ev": -14872.8473,
  "charge": 0,
  "e_homo_ev": [-7.54, -6.07],
  "gap_ev": [7.8, 5.3],
  "lumo_ha": [0.009, -0.029],
  "e_above_lowest_kcal_mol": 89.38,
  "species": ["C", "C", "C", "C", "C", "O", "O", "F", "F", "H", "H", "H", "H", "H", "H", "H", "H", "H", "H"],
  "xyz": [[0.87, 1.91, 0.84], [0.49, -1.65, 0.01], [1.65, 0.60, 0.55], [0.96, -0.30, -0.41], [-2.09, 0.02, -0.07], [0.71, 0.21, -1.55], [-2.06, -0.71, -1.23], [-2.97, 1.07, -0.20], [-2.64, -0.75, 0.99], [0.33, 1.70, 1.84], [0.28, 2.24, 0.00], [1.69, 2.70, 1.01], [-0.04, -1.62, 0.93], [-0.22, -2.14, -0.79], [1.39, -2.34, 0.16], [2.55, 0.82, 0.11], [1.73, -0.06, 1.39], [0.23, -0.48, -2.15], [-2.87, -1.20, -1.44]]
}



4.
{
  "formula": "C3H10N2S",
  "method": "ωB97M-V/def2-TZVPD",
  "e_tot_ev": -17087.9657,
  "charge": 0,
  "e_homo_ev": -8.82,
  "gap_ev": 9.7,
  "lumo_ha": 0.034,
  "e_above_lowest_kcal_mol": 14.73,
  "smiles": "NC[C@H](N)CS",
  "species": ["N", "C", "C", "S", "C", "N", "H", "H", "H", "H", "H", "H", "H", "H", "H", "H"],
  "xyz": [[0.28, 0.22, -1.58], [-0.30, -0.21, -0.34], [-1.24, 0.90, 0.16], [-3.00, 0.65, -0.22], [0.83, -0.35, 0.74], [1.76, -1.39, 0.30], [1.25, 0.49, -1.56], [-3.39, 1.34, 0.85], [0.09, -0.44, -2.32], [-0.65, -1.24, -0.36], [-1.13, 1.02, 1.24], [-0.78, 1.80, -0.25], [0.33, -0.72, 1.63], [1.19, 0.68, 0.86], [2.26, -1.83, 1.06], [2.50, -0.93, -0.22]]
}



5.
{
  "formula": "C6H9N",
  "method": "ωB97M-V/def2-TZVPD",
  "e_tot_ev": -7853.3445,
  "charge": 0,
  "e_homo_ev": -8.95,
  "gap_ev": 10.0,
  "lumo_ha": 0.040,
  "e_above_lowest_kcal_mol": 111.04,
  "smiles": "C=C=C1C[C@@H]2N[C@H]12.[H][H]",
  "species": ["C", "C", "C", "C", "C", "C", "N", "H", "H", "H", "H", "H", "H", "H", "H", "H"],
  "xyz": [[-2.17, -0.93, 1.42], [-1.26, -0.28, 0.74], [-0.33, 0.34, 0.07], [-0.12, 1.79, -0.40], [1.27, 1.35, -0.87], [1.04, -0.04, -0.41], [1.07, 0.28, -1.86], [-2.96, -1.48, 0.91], [-2.19, -0.94, 2.51], [0.54, -3.24, 0.84], [-0.10, 2.50, 0.43], [-0.79, 2.14, -1.19], [2.19, 1.93, -0.85], [0.09, -2.65, 0.85], [1.72, -0.77, 0.02], [1.98, 0.00, -2.21]]
}



6.
{
  "formula": "C32H31NO5P2RuSSe",
  "method": "ωB97M-V/def2-TZVPD",
  "e_tot_ev": -142739.3063,
  "charge": 2,
  "e_homo_ev": -14.01,
  "gap_ev": 8.2,
  "lumo_ha": -0.215,
  "e_above_lowest_kcal_mol": 0.00,
  "species": ["Ru", "C", "N", "P", "C", "C", "C", "C", "C", "C", "C", "C", "C", "C", "C", "C", "P", "C", "C", "C", "C", "C", "C", "C", "C", "C", "C", "C", "C", "H", "H", "H", "H", "H", "H", "H", "H", "H", "H", "H", "H", "H", "H", "H", "H", "H", "H", "H", "H", "H", "H", "H", "O", "Se", "O", "O", "O", "C", "S", "O", "C", "C", "C", "C", "C", "C", "H", "H", "H", "H", "H", "H", "H", "H"],
  "xyz": [[-0.33, 0.89, -0.48], [2.68, 0.05, 2.58], [1.68, 0.37, 1.56], [1.89, 0.85, -0.07], [2.87, 2.34, -0.17], [2.33, 3.47, -0.78], [3.09, 4.62, -0.91], [4.39, 4.65, -0.43], [4.94, 3.52, 0.17], [4.19, 2.36, 0.28], [2.83, -0.43, -0.90], [2.63, -1.77, -0.53], [3.29, -2.78, -1.21], [4.14, -2.47, -2.26], [4.33, -1.15, -2.64], [3.68, -0.13, -1.96], [0.04, 0.06, 1.49], [-0.43, -1.30, 2.53], [-0.66, -1.10, 3.89], [-0.97, -2.19, 4.70], [-1.05, -3.46, 4.14], [-0.82, -3.66, 2.78], [-0.52, -2.58, 1.97], [-0.94, 1.53, 1.75], [-2.32, 1.48, 2.08], [-3.12, 2.56, 1.83], [-2.60, 3.71, 1.20], [-1.27, 3.78, 0.88], [-0.41, 2.70, 1.16], [3.35, 0.90, 2.71], [3.25, -0.84, 2.32], [2.18, -0.12, 3.53], [1.32, 3.45, -1.17], [2.67, 5.50, -1.39], [4.99, 5.55, -0.52], [5.96, 3.53, 0.53], [4.64, 1.47, 0.70], [1.96, -2.01, 0.29], [3.14, -3.81, -0.91], [4.66, -3.26, -2.78], [5.00, -0.91, -3.46], [3.85, 0.90, -2.25], [-0.60, -0.11, 4.32], [-1.14, -2.04, 5.75], [-1.28, -4.30, 4.77], [-0.88, -4.65, 2.36], [-0.35, -2.72, 0.91], [-2.72, 0.60, 2.56], [-4.16, 2.54, 2.12], [-3.25, 4.55, 1.00], [-0.85, 4.69, 0.46], [0.66, 2.88, 1.15], [-2.40, 0.33, -3.40], [-0.42, 0.53, -3.32], [-0.38, 1.99, -2.63], [-0.15, -0.54, -2.13], [-0.07, 0.21, -4.82], [-4.75, 0.72, -2.44], [-3.14, 0.12, -2.09], [-2.59, 0.83, -0.96], [-3.22, -1.58, -1.79], [-3.26, -2.47, -2.86], [-3.38, -3.82, -2.59], [-3.46, -4.26, -1.27], [-3.42, -3.35, -0.21], [-3.29, -2.00, -0.46], [-5.36, 0.54, -1.55], [-5.14, 0.18, -3.30], [-4.65, 1.79, -2.65], [-3.19, -2.12, -3.88], [-3.41, -4.53, -3.40], [-3.57, -5.31, -1.06], [-3.48, -3.71, 0.81], [-3.25, -1.28, 0.35]]
}



Repeat the first record exactly.
{
  "formula": "C5H15N3O",
  "method": "ωB97M-V/def2-TZVPD",
  "e_tot_ev": -11941.0808,
  "charge": 0,
  "e_homo_ev": -6.78,
  "gap_ev": 7.4,
  "lumo_ha": 0.023,
  "e_above_lowest_kcal_mol": 130.72,
  "species": ["C", "C", "C", "C", "O", "H", "H", "H", "H", "H", "H", "H", "H", "H", "H", "C", "N", "N", "N", "H", "H", "H", "H", "H"],
  "xyz": [[-1.41, 0.60, 0.59], [-1.92, -0.61, 1.33], [-1.22, 1.86, 1.39], [1.43, 0.18, 0.69], [-1.40, 0.61, -0.65], [0.01, 0.20, -1.13], [-3.00, -0.49, 1.47], [-1.75, -1.51, 0.75], [-1.46, -0.71, 2.31], [-0.75, 2.63, 0.78], [-0.61, 1.68, 2.28], [-2.20, 2.22, 1.70], [2.40, -0.30, 0.56], [0.95, -0.32, 1.52], [1.53, 1.26, 0.78], [0.60, -2.21, -1.27], [1.68, 1.12, -1.85], [1.05, 0.00, -1.28], [1.40, -1.14, -1.79], [1.01, 1.61, -2.43], [2.50, 0.82, -2.37], [0.92, -3.14, -1.74], [-0.47, -2.05, -1.47], [0.72, -2.29, -0.18]]
}



- What is the formula in the first record?
  C5H15N3O